Entry from OMol25: a 2-piece molecular cluster, C3H8NO overall (the ωB97M-V functional and the def2-TZVPD basis).

Properties
Spin multiplicity: 1
Relative energy (zero: lowest compared OMol25 entry of this formula, charge and spin): 27.4 kcal per mole
Kohn-Sham gap: 7.5 eV
Calculated total energy: -249.0430 Eh
Net charge: -1
Highest occupied orbital energy: -2.886 eV

```
13
Properties=species:S:1:pos:R:3:nbo_charge:R:1
C -0.507 -0.594 0.817 -0.047
O 0.027 -0.801 -0.435 -0.901
C -1.914 -1.210 0.875 -0.636
H -0.533 0.532 1.009 0.130
H 0.174 -1.021 1.593 0.103
H -2.502 -0.941 1.733 0.169
H -2.002 -2.339 0.776 0.179
H -2.384 -0.791 -0.051 0.203
C 2.296 1.706 -1.382 -0.176
N 1.100 1.531 -0.837 -0.674
H 2.664 2.706 -1.572 0.113
H 2.966 0.853 -1.762 0.099
H 0.615 0.368 -0.765 0.437
```